Record 1
Here is a structure of composition C26H51Cl3InN2O3PSi in a non-equilibrium geometry from the OMol25 dataset. Energies are from ωB97M-V/def2-TZVPD.

Summary:
Relative energy (zero: lowest compared OMol25 entry of this formula, charge and spin)   0.0 kJ/mol
Kohn-Sham gap   8.49 eV

```
88
Properties=species:S:1:pos:R:3:forces:R:3:mulliken_charge:R:1
C -1.54772 -1.77275 -3.08717 -0.077 0.054 -0.138 -1.476
C -1.10472 -2.80235 -2.09897 0.077 -0.374 0.038 0.219
H -1.27232 -2.00855 -4.11167 0.030 -0.016 -0.067 0.410
H -1.13742 -0.79825 -2.82877 0.077 0.071 0.021 0.112
H -2.63452 -1.66375 -3.05357 -0.058 -0.017 0.016 0.307
C -0.64632 -4.01965 -2.39827 -0.098 0.222 0.200 0.088
C -0.47232 -4.62425 -3.75027 0.028 -0.094 -0.229 -1.626
H -0.38052 -4.67325 -1.57427 0.003 -0.031 0.058 0.405
H -0.70522 -3.93925 -4.56077 -0.018 0.058 -0.043 0.370
H -1.11192 -5.50225 -3.86957 -0.027 -0.011 0.018 0.334
H 0.55268 -4.97525 -3.89587 0.039 0.007 0.011 0.301
In -0.09882 0.28675 0.31973 0.001 1.554 0.986 1.072
Cl -2.34412 0.42835 0.87473 -2.064 0.469 0.793 -0.493
Cl -0.37282 1.50395 -1.63847 -0.079 1.342 -1.773 -0.555
H 0.57728 4.80565 3.54823 -0.041 0.003 0.029 0.332
H -1.52682 5.76715 2.32763 0.006 -0.021 0.040 0.332
C 0.92198 4.49865 2.56043 0.044 0.011 0.037 -0.905
C -1.07652 5.39615 1.40623 -0.066 0.097 -0.023 -0.948
N -0.20602 4.27365 1.68003 -0.043 -0.519 -0.160 0.309
H 1.48738 3.57865 2.64493 0.061 -0.058 0.011 0.174
C -0.43022 3.07935 1.12533 0.157 0.391 0.142 0.164
O 0.28468 2.08495 1.33113 0.430 1.663 0.453 -0.892
H -1.86872 5.09035 0.73033 -0.056 -0.044 -0.050 0.279
H -1.29552 3.02755 0.46673 -0.094 -0.045 -0.056 0.265
H 1.56368 5.28225 2.15743 0.009 0.028 -0.041 0.369
H -0.51822 6.21015 0.94283 0.052 0.003 -0.014 0.339
H 1.39888 -1.42095 -2.99627 -0.123 -0.099 -0.026 0.140
H 2.33168 -3.46185 -1.84127 -0.085 -0.034 -0.022 0.159
C 2.19908 -0.82015 -2.57177 0.023 0.001 0.018 -0.755
C 3.15308 -2.82845 -1.50577 -0.014 -0.026 0.022 -0.728
N 2.68938 -1.46495 -1.36627 0.064 0.290 0.377 0.317
H 1.79938 0.15495 -2.32467 -0.008 0.109 -0.002 0.192
C 2.50608 -0.92455 -0.16977 0.182 -0.326 -0.428 -0.182
O 2.00418 0.19105 0.05263 1.394 -0.084 -0.110 -0.556
H 3.51708 -3.20035 -0.55207 0.029 -0.015 0.082 0.295
H 2.86958 -1.54915 0.65723 -0.043 -0.013 -0.034 0.312
H 3.01168 -0.73205 -3.29247 0.048 0.008 -0.024 0.413
H 3.96068 -2.87985 -2.23457 0.040 0.030 -0.032 0.309
O -0.11662 -1.41425 -0.46927 0.144 -4.081 -1.679 0.083
C -1.18072 -2.30185 -0.66257 0.264 0.090 -0.096 -0.465
C 0.01208 -3.83595 0.95403 -0.097 -0.064 -0.152 0.241
C -1.17372 -3.40735 0.36763 0.021 -0.220 0.036 0.223
H 0.92648 -3.32915 0.68353 0.128 0.046 -0.053 0.102
C 0.01898 -4.87595 1.87243 -0.002 -0.089 -0.040 -0.628
H -2.13462 -1.77295 -0.55847 -0.143 0.001 0.009 0.700
C -2.36072 -4.02835 0.74443 0.080 -0.046 -0.072 -0.166
H 0.95448 -5.20495 2.30893 0.012 -0.016 0.018 0.461
C -1.16962 -5.49735 2.23173 0.038 0.021 0.047 -0.623
C -2.36302 -5.06245 1.66913 -0.007 0.025 -0.028 -0.830
H -3.29222 -3.69455 0.30373 -0.044 0.025 -0.008 0.494
H -1.16802 -6.30975 2.94753 0.003 0.011 0.003 0.383
H -3.29672 -5.53355 1.94923 -0.008 0.002 0.010 0.423
Si -0.49512 5.13075 -5.41667 -0.087 -0.187 0.063 0.507
Cl -0.74852 3.71845 -6.95297 0.043 0.207 0.174 -0.346
C 1.31908 5.14755 -4.97527 -0.102 0.009 -0.060 -0.913
C -1.54872 4.57765 -3.97787 0.107 0.043 -0.183 -0.657
C -1.05562 6.78165 -6.08527 0.057 -0.095 0.010 -0.943
H 1.65208 4.16935 -4.63287 -0.048 -0.095 0.038 0.267
H 1.51498 5.86495 -4.17747 -0.027 0.059 0.062 0.319
H 1.93148 5.42565 -5.83107 0.020 0.039 -0.101 0.281
H -0.46802 7.07715 -6.95257 0.069 -0.002 -0.071 0.273
H -0.94902 7.55985 -5.32877 0.023 0.031 0.084 0.329
H -2.10102 6.75145 -6.38737 -0.082 -0.051 -0.006 0.265
H -1.24692 3.59435 -3.62157 0.068 -0.091 0.043 0.047
H -2.59962 4.52155 -4.25587 -0.084 0.018 -0.071 0.302
H -1.46062 5.27615 -3.14487 0.042 0.079 0.052 0.256
C 2.76878 -1.44305 3.84263 0.425 -0.099 0.278 -1.184
C 1.30118 -1.87755 3.84523 0.868 -0.491 -0.417 -0.398
P 0.24428 -0.81795 2.75893 0.229 -0.840 1.064 1.166
C -1.30862 -1.78565 3.08503 -0.918 0.628 0.685 0.456
C -1.91692 -1.58505 4.46783 -0.500 0.065 0.440 -1.668
C 0.45658 0.77705 3.69433 -1.027 0.176 1.195 -0.396
C 0.45218 0.73415 5.23033 0.121 0.228 0.505 -1.433
H 3.18698 -1.48485 2.82233 -0.092 0.067 0.411 0.138
H 3.35598 -2.13435 4.48293 -0.183 0.455 -0.363 0.438
H 2.90968 -0.41685 4.22983 -0.027 -0.473 -0.205 0.237
H 1.27248 -2.91375 3.45453 -0.238 0.476 0.177 0.051
H 0.93048 -1.90925 4.88523 -0.085 0.106 -0.538 0.506
H -2.10192 -1.52925 2.37583 0.527 -0.017 -0.086 0.213
H -1.11022 -2.85305 2.98243 0.445 0.221 -0.217 -0.345
H -2.23592 -0.53035 4.58923 0.160 -0.565 0.162 0.300
H -2.82512 -2.21895 4.55813 0.484 0.359 0.010 0.477
H -1.22642 -1.88265 5.27893 -0.367 0.282 -0.269 0.292
H 1.41108 1.24435 3.37673 -0.714 -0.347 -0.261 0.276
H -0.40042 1.42855 3.43413 0.675 -0.239 -0.227 0.378
H 1.29738 0.16355 5.65363 -0.408 0.173 -0.152 0.263
H 0.55148 1.77335 5.61013 -0.027 -0.523 -0.142 0.436
H -0.49082 0.33545 5.63743 0.467 0.103 -0.161 0.209
```
Positions in Å, forces in eV/Å.


Record 2
Here is a cluster of 9 separate species, C26H58N2O28S7 in total in a non-equilibrium geometry from the OMol25 dataset. Energies are from ωB97M-V/def2-TZVPD.

Summary:
Relative energy (zero: lowest compared OMol25 entry of this formula, charge and spin)   0.0 kJ/mol
Kohn-Sham gap   8.81 eV
Structure (SMILES)   O=S1(=O)OCCO1.O=S1(=O)OCCO1.O=S1(=O)OCCO1.O=S1(=O)OCCO1.O=S1(=O)OCCO1.O=S1(=O)OCCO1.O=S1(=O)OCCO1.CCN(CC)CC.CCN(CC)CC

```
121
Properties=species:S:1:pos:R:3:forces:R:3:mulliken_charge:R:1
C 2.10732 -0.20198 2.69196 -0.891 1.071 -0.628 -1.486
C 0.78626 -0.77104 2.16684 1.023 0.036 1.027 0.607
N 0.88187 -1.46164 0.89507 -1.114 0.191 -0.871 0.088
C -0.49976 -1.92809 0.63018 0.661 -0.769 0.430 0.993
C -0.68120 -2.79354 -0.61740 -0.054 0.078 0.668 -0.798
C 1.35000 -0.55755 -0.21197 0.450 -0.971 1.375 -1.364
C 0.40014 0.59759 -0.47209 0.056 -0.557 -0.538 0.562
H 2.47870 0.61406 2.06313 0.263 -0.397 -0.392 0.282
H 2.83798 -0.99727 2.80958 0.168 0.201 0.301 0.270
H 1.85134 0.37932 3.57933 0.279 -0.684 0.510 0.351
H 0.48138 -1.47210 2.95183 -0.204 -0.298 -0.298 0.428
H 0.01129 0.00014 2.21454 -0.032 0.232 -0.358 -0.645
H -0.73603 -2.61380 1.45010 0.010 0.137 0.155 -0.077
H -1.20668 -1.10434 0.78474 -0.228 0.007 -0.517 -0.441
H -0.48469 -2.34059 -1.58536 -0.034 0.146 0.113 -0.354
H -0.02941 -3.65995 -0.48772 0.103 0.015 -0.233 0.275
H -1.70061 -3.18532 -0.57714 -0.045 0.021 -0.281 0.341
H 1.57987 -1.17383 -1.08187 -0.611 0.039 -0.107 0.028
H 2.36093 -0.29286 0.10603 -0.159 0.655 -0.068 0.574
H 0.70418 1.10201 -1.38722 0.085 0.386 0.277 0.169
H 0.26982 1.26049 0.38104 0.310 0.247 -0.133 0.184
H -0.59277 0.18641 -0.67087 -0.045 0.089 -0.161 -0.217
C -2.37137 2.76253 -2.08542 0.896 0.092 -0.272 -0.977
C -1.16758 2.72183 -3.05724 -0.507 0.458 0.477 0.521
N -0.61505 4.04033 -3.29698 0.301 0.353 -0.971 0.283
C 0.10895 4.58530 -2.14895 -1.243 -0.138 0.312 -0.225
C -0.02930 6.10174 -1.98309 0.825 -0.092 -0.249 -1.404
C 0.22907 4.01937 -4.53707 -1.830 1.204 1.693 -0.276
C -0.66987 4.13619 -5.72563 0.123 -0.572 -1.713 -1.357
H -3.09892 3.52307 -2.37141 -0.155 -0.365 -0.635 0.438
H -2.11285 3.10547 -1.08194 0.344 -0.621 0.139 0.083
H -2.76061 1.74433 -2.12054 -0.525 0.170 0.528 0.106
H -0.37180 2.03026 -2.74722 -0.202 -0.099 0.325 -0.568
H -1.56085 2.28223 -3.97644 0.092 0.303 -0.212 0.248
H -0.41671 4.23672 -1.25669 0.268 -0.484 -0.023 0.113
H 1.12666 4.18095 -2.11543 0.232 0.336 0.121 0.299
H -1.06160 6.42015 -2.11460 -0.052 -0.166 -0.011 0.328
H 0.28965 6.34285 -0.96763 0.007 0.183 -0.032 0.410
H 0.59765 6.67976 -2.66533 -0.042 -0.017 -0.065 0.341
H 0.83676 3.11539 -4.44618 0.652 0.271 -0.608 0.245
H 0.69620 5.00680 -4.56626 1.130 -0.583 0.419 0.393
H -0.07845 4.10543 -6.65207 0.076 -0.252 0.078 0.397
H -1.12982 5.12070 -5.79324 -0.311 -0.130 0.469 0.356
H -1.41520 3.34312 -5.81682 -0.141 0.179 0.109 0.274
C 1.57234 3.46901 4.84091 -0.378 1.032 -0.043 -0.082
C 2.23369 4.58468 5.64981 1.456 -0.981 -0.308 -0.322
O 2.60778 5.57021 4.68855 -0.455 0.992 -0.234 -0.425
S 3.08649 4.86051 3.31709 -0.984 1.099 1.505 1.118
O 4.43516 4.40456 3.49299 -0.831 -0.488 -0.204 -0.583
O 2.78300 5.77851 2.26673 0.008 -1.179 0.347 -0.563
O 1.96403 3.69650 3.47073 1.944 -0.144 -1.230 -0.101
H 0.50283 3.60998 4.70054 -0.121 -0.450 0.915 0.320
H 1.89864 2.53606 5.29259 -0.345 -0.393 -0.673 0.093
H 3.21298 4.27435 6.03005 -0.292 -0.523 0.381 0.192
H 1.62479 4.85214 6.50933 -0.109 0.952 -0.426 0.388
C 1.48697 -5.45934 -2.94953 0.545 -0.249 -0.551 0.097
C 1.01736 -5.59090 -4.42792 0.074 0.516 1.913 -0.251
O 0.92531 -6.99096 -4.61223 0.952 -0.946 -0.435 -0.358
S 0.45408 -7.75520 -3.29533 -1.023 1.066 0.487 1.080
O 1.24661 -8.90864 -3.02792 -0.318 0.775 -0.348 -0.518
O -0.97854 -7.82763 -3.36789 1.074 -0.229 0.402 -0.542
O 0.85166 -6.54044 -2.25864 -0.497 -0.612 -0.409 -0.276
H 1.31922 -4.48401 -2.49659 -0.781 -0.175 0.086 -0.121
H 2.56419 -5.60702 -2.83841 0.064 -0.177 -0.405 0.309
H 1.78724 -5.12814 -5.03751 -0.268 -0.299 -0.557 0.326
H 0.01170 -5.19465 -4.55847 0.168 0.426 -0.156 0.278
C -3.65883 1.92037 1.26007 -2.149 -0.445 0.592 -0.162
C -4.27012 2.64815 2.46408 0.869 0.581 -1.032 -0.574
O -3.84545 1.84569 3.53589 1.659 -1.034 1.610 -0.407
S -2.33650 1.18482 3.30690 -1.218 0.092 -0.950 0.777
O -2.40090 -0.23129 3.47849 -0.422 0.656 -0.061 -0.489
O -1.26666 1.86174 3.98261 -1.194 0.203 -0.913 -0.381
O -2.38546 1.52090 1.69832 1.770 0.154 0.865 0.207
H -3.68307 2.50763 0.34770 0.662 0.000 0.031 0.263
H -4.25143 1.00953 1.11878 -0.021 0.060 -0.304 0.214
H -5.35378 2.72215 2.47896 0.019 -0.282 -0.067 0.355
H -3.84066 3.65405 2.52867 -0.058 -0.030 0.215 0.317
C 0.60629 -0.81883 -6.63841 0.229 -1.600 0.663 -0.544
C 0.58882 0.45414 -5.84282 0.729 0.065 -1.045 -0.094
O 0.30962 0.02219 -4.52296 -0.977 -0.987 1.738 -0.011
S 0.93756 -1.46149 -4.20876 1.945 1.231 -2.135 0.949
O -0.07208 -2.43110 -3.90679 0.361 0.915 0.011 -0.445
O 2.13908 -1.33845 -3.41423 -1.885 -0.286 -0.653 -0.610
O 1.43971 -1.61865 -5.75468 0.338 -0.938 1.070 -0.412
H 1.06150 -0.85383 -7.62372 0.229 0.459 0.126 0.317
H -0.30411 -1.42370 -6.67631 -0.546 0.864 -0.200 0.286
H -0.08993 1.19385 -6.26229 -0.359 0.044 0.734 0.216
H 1.60388 0.85458 -5.78509 -0.063 0.211 -0.500 0.323
C 5.44267 1.69608 5.92838 0.330 -1.585 1.208 -0.426
C 4.42027 1.24960 4.84476 2.003 -0.704 -0.167 -0.092
O 3.30650 0.73474 5.54450 -1.264 -0.296 0.894 -0.199
S 3.60381 0.35324 7.10346 0.590 1.333 0.736 1.135
O 4.14399 -0.96109 7.27434 -0.144 0.845 -0.807 -0.558
O 2.51004 0.73292 7.96647 1.212 -0.058 -1.655 -0.550
O 4.78782 1.48484 7.19290 -1.748 -0.369 0.857 -0.399
H 5.86956 2.69338 5.98202 -0.400 0.121 -0.534 0.223
H 6.23478 0.94822 6.04414 0.377 0.407 -0.995 0.292
H 4.87016 0.41023 4.30978 0.021 -0.003 -0.015 0.316
H 4.22847 1.98347 4.06736 -0.868 0.357 0.500 0.280
C -3.20475 -1.55541 -2.53825 1.188 -0.183 1.345 0.092
C -3.97117 -1.14159 -1.23457 -0.590 0.300 -1.246 0.526
O -4.99178 -0.27656 -1.73875 -0.476 0.822 -0.921 -0.342
S -5.44374 -0.69076 -3.26542 0.730 -0.072 2.492 0.997
O -5.81454 0.48852 -3.96013 0.334 -0.523 -0.127 -0.521
O -6.34308 -1.78583 -3.08479 0.581 0.188 -0.862 -0.557
O -3.93414 -1.15486 -3.67447 -1.988 0.102 -0.470 -0.328
H -2.97685 -2.61994 -2.49186 -0.256 -0.036 -0.502 0.430
H -2.26154 -1.01679 -2.64752 0.024 -0.075 0.328 -0.140
H -3.36588 -0.54717 -0.55405 0.114 -0.149 -0.002 -0.595
H -4.49761 -1.94302 -0.71655 0.471 -0.312 -0.048 0.461
C -1.42108 -4.53322 3.22611 -0.074 -0.809 -0.626 -0.044
C -0.05624 -4.95544 2.70168 1.828 0.815 0.855 -0.132
O 0.54618 -5.66142 3.82782 -0.467 -0.635 0.547 -0.345
S -0.56282 -6.58866 4.46272 -1.998 -1.426 0.920 1.082
O -0.49787 -6.70183 5.89581 0.507 0.890 -1.493 -0.543
O -0.72616 -7.81403 3.73546 0.482 0.880 -0.021 -0.547
O -1.84280 -5.63843 4.04750 0.932 0.108 0.321 -0.404
H -2.14137 -4.44275 2.41533 -0.061 0.062 0.041 0.229
H -1.36424 -3.59600 3.77741 -0.033 -0.140 0.269 0.274
H 0.66773 -4.13768 2.68356 -0.478 0.313 -0.796 0.168
H 0.05577 -5.57546 1.81496 -0.612 -0.022 -0.031 0.270
```
Positions in Å, forces in eV/Å.


Q: Which of these has the lowest Kohn-Sham gap?
A: C26H51Cl3InN2O3PSi